(1)
Here is an isolated molecule of C5H13NO2 from the OMol25 dataset. Energies are from the ωB97M-V functional and the def2-TZVPD basis.

CARTESIAN COORDINATES (ANGSTROEM)
1 C -0.17 -0.36 -2.88
2 C -0.80 -0.65 -1.52
3 C 0.04 -0.16 -0.34
4 C 0.15 1.36 -0.28
5 O -0.62 -0.68 0.83
6 C 0.13 -0.84 2.00
7 N 0.21 0.50 2.80
8 O 1.46 -1.01 1.88
9 H 0.85 -0.74 -2.94
10 H -0.76 -0.82 -3.68
11 H -0.14 0.71 -3.09
12 H -0.92 -1.73 -1.40
13 H -1.79 -0.21 -1.46
14 H 1.04 -0.59 -0.40
15 H 0.77 1.67 0.56
16 H 0.60 1.76 -1.19
17 H -0.84 1.81 -0.17
18 H -0.39 -1.61 2.59
19 H -0.52 1.16 2.54
20 H 0.16 0.35 3.80
21 H 1.52 0.09 2.35

Values from the calculation:
HOMO level = -10.0 eV
2S+1 = 1
net charge = 0
molecular weight = 119.164 u


(2)
Here is an isolated molecule of C5H13NO2 from the OMol25 dataset. Energies are from the ωB97M-V functional and the def2-TZVPD basis.

CARTESIAN COORDINATES (ANGSTROEM)
1 O 0.75 -3.10 -1.17
2 C 1.07 -1.88 -1.86
3 C 0.00 -0.88 -1.35
4 C 0.42 0.37 -0.53
5 C 0.59 0.20 0.96
6 N 0.01 1.26 1.80
7 C -1.31 1.74 1.47
8 O -2.02 2.04 2.68
9 H 1.00 -3.87 -1.68
10 H 2.14 -1.75 -1.65
11 H 0.93 -1.85 -2.93
12 H -0.66 -0.53 -2.17
13 H -0.84 -1.39 -0.83
14 H 1.30 0.81 -1.05
15 H -0.43 1.03 -0.71
16 H 1.62 0.03 1.29
17 H 0.13 -0.74 1.27
18 H 0.63 2.06 1.84
19 H -2.01 0.99 1.07
20 H -1.42 2.47 0.65
21 H -1.89 2.97 2.88

Values from the calculation:
HOMO level = -9.0 eV
2S+1 = 1
net charge = 0
molecular weight = 119.164 u


(1) wins, 0.0232 hartree ahead of the next structure.


(1)
Here is a cluster of 3 separate species, C5H13NO2 in total from the OMol25 dataset. Energies are from the ωB97M-V functional and the def2-TZVPD basis.

CARTESIAN COORDINATES (ANGSTROEM)
1 C 2.47 1.57 -1.73
2 C 1.57 1.66 -0.76
3 C 0.12 1.44 -1.04
4 C -0.67 0.85 -0.15
5 N -2.01 0.47 -0.41
6 C -2.17 -0.97 -0.30
7 H 3.56 1.50 -1.69
8 H 2.37 1.51 -2.82
9 H 1.83 1.91 0.27
10 H -0.25 1.87 -1.96
11 H -0.40 0.47 0.83
12 H -2.65 0.92 -1.04
13 H -1.27 -1.49 0.01
14 H -2.90 -1.33 0.45
15 H -2.63 -1.42 -1.20
16 O -1.04 -1.32 2.51
17 H -1.27 -1.93 3.20
18 H -0.09 -1.37 2.26
19 O 1.55 -1.65 1.43
20 H 1.91 -1.89 0.57
21 H 1.98 -0.81 1.58

Values from the calculation:
HOMO level = -7.7 eV
2S+1 = 1
net charge = 0
molecular weight = 119.164 u


(2)
Here is a cluster of 2 separate species, C5H13NO2 in total from the OMol25 dataset. Energies are from the ωB97M-V functional and the def2-TZVPD basis.

CARTESIAN COORDINATES (ANGSTROEM)
1 C 1.72 -2.61 0.70
2 C 0.72 -1.70 -0.08
3 C 0.23 -0.96 1.14
4 N -0.36 0.39 0.65
5 C -1.11 0.58 -0.54
6 C -1.51 -0.57 -1.42
7 O -1.51 1.69 -0.81
8 H 1.28 -2.92 1.63
9 H 1.93 -3.46 0.07
10 H 2.69 -2.10 0.90
11 H 0.99 -1.09 -0.93
12 H -0.09 -2.43 -0.55
13 H -0.50 -1.42 1.81
14 H 1.18 -0.68 1.76
15 H 0.05 1.16 1.10
16 H -0.98 -0.58 -2.43
17 H -2.58 -0.48 -1.78
18 H -1.47 -1.59 -0.94
19 O 1.22 3.08 0.37
20 H 1.55 3.58 -0.46
21 H 0.44 2.72 0.04

Values from the calculation:
HOMO level = -9.5 eV
2S+1 = 1
net charge = 0
molecular weight = 119.164 u


(2) wins, 0.0411 hartree ahead of the next structure.


(1)
Here is an isolated molecule of C4H10N2O from the OMol25 dataset. Energies are from the ωB97M-V functional and the def2-TZVPD basis.

CARTESIAN COORDINATES (ANGSTROEM)
1 N 1.15 -1.42 -0.81
2 C 0.56 -1.38 0.54
3 C -0.86 -0.87 0.53
4 C -1.11 0.49 -0.19
5 C -0.30 1.72 0.29
6 N 0.85 2.04 -0.41
7 O -0.74 2.44 1.15
8 H 0.82 -2.22 -1.32
9 H 2.16 -1.43 -0.71
10 H 1.14 -0.69 1.16
11 H 0.60 -2.35 1.05
12 H -1.20 -0.73 1.57
13 H -1.47 -1.62 0.04
14 H -2.11 0.85 0.08
15 H -1.25 0.33 -1.26
16 H 0.97 3.05 -0.31
17 H 0.79 1.79 -1.38

Values from the calculation:
HOMO level = -9.5 eV
2S+1 = 1
net charge = 0
molecular weight = 102.137 u


(2)
Here is a cluster of 2 separate species, C4H10N2O in total from the OMol25 dataset. Energies are from the ωB97M-V functional and the def2-TZVPD basis.

CARTESIAN COORDINATES (ANGSTROEM)
1 C -2.26 0.15 -0.99
2 C 2.13 -0.38 -0.61
3 C 3.13 0.59 0.02
4 C -2.12 -0.83 1.09
5 N -0.42 0.66 0.30
6 N -1.61 0.10 0.14
7 O 1.80 -0.60 -1.73
8 H -2.11 0.98 -1.71
9 H -3.28 -0.28 -1.12
10 H 1.44 -0.80 0.21
11 H 4.05 0.89 -0.54
12 H 3.44 0.19 1.00
13 H 2.49 1.40 0.10
14 H -1.70 -1.80 0.96
15 H -1.77 -0.50 2.07
16 H -3.18 -0.80 1.28
17 H -0.05 1.04 -0.49

Values from the calculation:
HOMO level = -7.8 eV
2S+1 = 1
net charge = 0
molecular weight = 102.137 u


(1) wins, 0.1561 hartree ahead of the next structure.


(1)
Here is the ion C4H5N2 with charge +1 from the OMol25 dataset. Energies are from the ωB97M-V functional and the def2-TZVPD basis.

CARTESIAN COORDINATES (ANGSTROEM)
1 C 1.59 1.36 -0.51
2 C 2.35 1.63 -1.49
3 C 0.03 0.22 0.21
4 C 0.75 0.12 -1.15
5 N 0.79 1.18 0.69
6 N -0.89 -0.56 0.74
7 H 0.15 0.31 -1.95
8 H 1.16 -0.84 -1.36
9 H 0.68 1.71 1.57
10 H -1.53 -1.19 0.27
11 H -1.37 -0.31 1.60

Values from the calculation:
HOMO level = -14.8 eV
2S+1 = 1
net charge = +1
molecular weight = 81.098 u


(2)
Here is the ion C4H5N2 with charge +1 from the OMol25 dataset. Energies are from the ωB97M-V functional and the def2-TZVPD basis.

CARTESIAN COORDINATES (ANGSTROEM)
1 C -1.94 0.51 -0.52
2 C 1.49 -0.52 0.26
3 C 0.07 -0.89 -0.07
4 C 1.96 0.03 -1.08
5 N 1.72 0.85 0.16
6 N -0.90 -0.14 -0.32
7 H -2.25 0.99 -1.52
8 H -2.70 0.74 0.24
9 H 2.06 -1.22 0.94
10 H -0.25 -1.99 -0.29
11 H 2.46 1.58 0.59

Values from the calculation:
HOMO level = -14.7 eV
2S+1 = 1
net charge = +1
molecular weight = 81.098 u


(3)
Here is the ion C4H5N2 with charge +1 from the OMol25 dataset. Energies are from the ωB97M-V functional and the def2-TZVPD basis.

CARTESIAN COORDINATES (ANGSTROEM)
1 C -0.30 1.17 -0.02
2 C 1.04 0.75 -0.12
3 C -1.23 -1.09 -0.01
4 C 0.40 -1.36 0.04
5 N -1.25 0.27 0.13
6 N 1.45 -0.45 0.22
7 H -0.55 2.27 0.10
8 H 1.91 1.44 -0.06
9 H 0.51 -2.39 0.50
10 H 0.21 -1.28 -1.09
11 H -2.19 0.67 0.31

Values from the calculation:
HOMO level = -15.3 eV
2S+1 = 1
net charge = +1
molecular weight = 81.098 u


(1) wins, 0.0052 hartree ahead of the next structure.


(1)
Here is a cluster of 2 separate species, C2H9NOS in total from the OMol25 dataset. Energies are from the ωB97M-V functional and the def2-TZVPD basis.

CARTESIAN COORDINATES (ANGSTROEM)
1 N 0.99 0.71 -0.77
2 C 0.48 -0.70 -0.63
3 C -0.99 -0.60 -0.36
4 O -1.54 -1.86 0.04
5 H 0.39 1.15 -1.53
6 H 1.96 0.79 -1.00
7 H 0.99 -1.12 0.20
8 H 0.76 -1.39 -1.49
9 H -1.12 0.15 0.42
10 H -1.55 -0.27 -1.22
11 H -1.44 -1.89 0.99
12 S 0.56 1.30 2.19
13 H -0.10 2.35 2.60
14 H 0.59 1.37 0.58

Values from the calculation:
HOMO level = -8.6 eV
2S+1 = 1
net charge = 0
molecular weight = 95.167 u


(2)
Here is a cluster of 2 separate species, C2H9NOS in total from the OMol25 dataset. Energies are from the ωB97M-V functional and the def2-TZVPD basis.

CARTESIAN COORDINATES (ANGSTROEM)
1 N -0.05 -1.34 -0.78
2 C 1.11 -1.32 0.05
3 O 2.33 -1.76 -0.55
4 H -0.03 -0.68 -1.55
5 H -0.41 -2.24 -1.03
6 H 1.23 -0.32 0.45
7 H 0.97 -2.03 0.86
8 H 2.56 -1.18 -1.29
9 C -0.97 2.13 0.80
10 S -2.31 1.60 -0.28
11 H -0.68 3.14 0.52
12 H -1.28 2.13 1.84
13 H -0.09 1.49 0.74
14 H -2.38 0.38 0.21

Values from the calculation:
HOMO level = -9.0 eV
2S+1 = 1
net charge = 0
molecular weight = 95.167 u


(2) wins, 0.0271 hartree ahead of the next structure.


(1)
Here is an isolated molecule of C9H13O3 from the OMol25 dataset. Energies are from the ωB97M-V functional and the def2-TZVPD basis.

CARTESIAN COORDINATES (ANGSTROEM)
1 C 0.37 -3.16 1.10
2 C 1.01 -1.87 1.64
3 C 0.96 -0.66 0.75
4 C 2.08 0.00 0.30
5 C 2.01 1.02 -0.67
6 C 0.84 1.59 -1.03
7 C -0.45 1.20 -0.38
8 C -0.31 -0.08 0.41
9 O -1.39 -0.26 1.22
10 C -1.05 2.25 0.56
11 O -1.43 0.79 -1.40
12 O -1.35 -0.61 -1.55
13 H 0.52 -3.96 1.82
14 H -0.71 -3.09 0.92
15 H 0.84 -3.48 0.16
16 H 0.55 -1.63 2.61
17 H 2.06 -2.08 1.84
18 H 3.06 -0.38 0.63
19 H 2.94 1.33 -1.17
20 H 0.72 2.35 -1.82
21 H -0.85 -0.91 -0.73
22 H -1.54 -1.17 1.55
23 H -0.46 2.41 1.48
24 H -1.09 3.22 0.05
25 H -2.05 1.92 0.85

Values from the calculation:
HOMO level (spin up / spin down) = -7.4 / -8.8 eV
2S+1 = 2
net charge = 0
molecular weight = 169.200 u


(2)
Here is an isolated molecule of C9H13O3 from the OMol25 dataset. Energies are from the ωB97M-V functional and the def2-TZVPD basis.

CARTESIAN COORDINATES (ANGSTROEM)
1 C -0.38 -2.50 1.14
2 C -0.17 -1.03 0.77
3 C -1.41 -0.23 0.50
4 C -1.28 1.06 -0.03
5 C -0.16 1.45 -0.70
6 C 1.10 0.65 -0.62
7 C 0.69 -0.78 -0.47
8 O 1.54 -1.69 -0.92
9 C 2.18 0.97 -1.63
10 O 1.93 0.78 0.42
11 O 0.44 -0.44 1.83
12 C -2.49 1.96 -0.02
13 H 0.51 -2.91 1.63
14 H -1.19 -2.49 1.88
15 H -0.68 -3.14 0.30
16 H -2.28 -0.52 1.08
17 H -0.06 2.45 -1.13
18 H 1.26 -0.84 2.14
19 H 1.43 -2.61 -0.61
20 H 1.88 0.81 -2.65
21 H 2.43 2.01 -1.47
22 H 3.08 0.42 -1.39
23 H -3.42 1.41 0.16
24 H -2.39 2.72 0.77
25 H -2.59 2.50 -0.98

Values from the calculation:
HOMO level (spin up / spin down) = -7.4 / -7.4 eV
2S+1 = 2
net charge = 0
molecular weight = 169.200 u


(1) wins, 0.0180 hartree ahead of the next structure.